DFT (ωB97M-V with the def2-TZVPD basis set) results for a cluster of 2 separate species, C5H12N2 in total.

For the HOMO energy, the calculation gives -6.8041 eV. The relative energy (zero: lowest compared OMol25 entry of this formula, charge and spin) comes out at 651.1 kJ/mol. Its HOMO-LUMO gap is 4.70 eV.

Geometry as XYZ:
```
19
Properties=species:S:1:pos:R:3:forces:R:3:nbo_charge:R:1
C -1.86167 0.70167 0.00888 -1.209 -0.126 -0.337 -0.431
C 2.11101 0.01832 -0.93786 -0.036 -0.701 -0.445 -0.396
C 0.98495 -0.70536 -0.66474 1.049 -0.122 -0.138 0.072
C -0.03921 -0.77639 -1.59975 -1.458 0.928 0.475 -0.292
C 0.91403 -0.24096 1.65309 0.338 -0.540 -0.033 -0.423
N 0.77283 -1.27066 0.59900 0.028 0.376 0.294 -0.603
N -1.87579 1.68954 0.93984 -0.080 -0.438 0.298 -0.640
H -2.30820 0.87549 -0.98319 -0.296 0.196 0.055 0.168
H -2.28931 -0.27073 0.34012 0.331 -0.131 0.240 0.191
H 2.25038 0.47780 -1.90302 -0.095 0.037 -0.050 0.205
H 2.95384 -0.01286 -0.27901 0.228 0.227 0.342 0.207
H 0.03062 -0.33770 -2.57895 0.219 0.005 -0.172 0.215
H -0.97117 -1.26172 -1.34562 0.159 -0.427 -0.259 0.201
H 1.47782 0.54510 1.16810 -0.258 0.638 0.512 0.206
H 1.50468 -0.59304 2.49047 0.000 -0.192 0.208 0.194
H -0.07957 0.06015 1.97962 0.213 0.434 0.161 0.216
H -0.17194 -1.60554 0.67175 -0.123 -0.473 -0.247 0.360
H -0.81934 0.34268 -0.23502 0.680 -0.275 -0.618 0.230
H -2.58397 2.36421 0.67628 0.310 0.583 -0.288 0.319
```
Forces are in eV/Å.